(1)
ORCA calculation (ωB97M-V/def2-TZVPD) on a 2-piece molecular cluster, C19H25Br2N2O6 overall in a non-equilibrium geometry.

ORCA input file:
```
! wB97M-V def2-TZVPD RIJCOSX def2/J DEFGRID3
* xyz -1 1
C 0.8754 -1.0302 1.7377
C 0.4211 0.3475 1.3291
N -0.0377 1.1943 2.1507
C 0.6057 0.7688 -0.1107
N -0.6619 0.9486 -0.9411
C -0.9564 -0.3572 -1.5721
O -1.1214 -1.3139 -0.5748
C -1.2018 -2.6112 -0.9958
C -1.2727 -3.5689 0.0101
C -1.3393 -4.9118 -0.3256
C -1.3374 -5.3108 -1.6606
C -1.2908 -4.3471 -2.6541
C -1.2277 -2.9926 -2.3356
C -0.3374 1.9060 -2.3278
C 0.9875 1.7974 -2.9072
O 2.0034 2.3637 -2.5339
O 1.0166 0.9304 -4.0241
C 2.2137 0.2809 -4.2342
C 2.5182 -0.8180 -3.2651
O 2.9188 0.5697 -5.1526
C -1.8121 1.5101 -0.2324
Br -3.4967 0.5759 -0.3731
C -1.7585 2.7143 0.3664
C -0.5713 3.6219 0.4947
Br -3.2838 3.4217 1.1864
H 1.5974 -0.9413 2.5467
H 0.0214 -1.6005 2.0928
H 1.3253 -1.5838 0.9150
H -0.0313 0.7728 3.0888
H 1.1787 1.6893 -0.1799
H 1.1842 0.0108 -0.6321
H -0.0991 -0.5930 -2.2013
H -1.8357 -0.2605 -2.2023
H -1.2706 -3.2485 1.0403
H -1.3959 -5.6392 0.4708
H -1.3741 -6.3587 -1.9165
H -1.2923 -4.6288 -3.6970
H -1.1806 -2.2645 -3.1313
H -1.0887 1.6018 -3.0501
H -0.5262 2.9253 -2.0296
H 2.9274 -0.3907 -2.3494
H 1.6389 -1.4018 -3.0007
H 3.2524 -1.4772 -3.7157
H -0.2834 4.0772 -0.4513
H 0.2812 3.1059 0.9257
H -0.8082 4.4355 1.1707
O 0.3438 0.3528 5.0940
C 0.3679 1.3050 5.9737
C 1.1222 2.7315 5.3418
O 1.1746 3.6788 6.2086
H 0.9578 1.1135 6.8940
H -0.6142 1.7006 6.3078
H 0.4818 2.8943 4.4409
H 2.0916 2.3041 4.9912
*
```

Calculated values
E_HOMO = -1.3 eV
DFT total energy = -175450.88361 eV

(2)
ORCA calculation (ωB97M-V/def2-TZVPD) on C19H25Cl5DyN2S4SbSe2Si as an isolated structure in a non-equilibrium geometry.

ORCA input file:
```
! wB97M-V def2-TZVPD RIJCOSX def2/J DEFGRID3
* xyz -2 6
Dy 7.7386 12.4359 10.7199
C 6.1170 8.8417 7.2269
Se 5.4581 10.5629 7.7399
C 5.9295 11.7179 6.1174
C 7.4567 11.8118 6.0428
Se 8.3041 12.8963 7.4267
C 7.6221 14.6318 6.8934
H 6.0114 8.6844 6.1735
H 5.3917 8.1692 7.6702
H 7.1602 8.6564 7.5734
H 5.4212 12.6992 6.3659
H 5.4234 11.3070 5.1801
H 7.7515 12.2994 5.1111
H 7.8931 10.8545 6.0164
H 7.4809 14.6232 5.8369
H 8.3829 15.4028 7.1680
H 6.6616 14.8113 7.4535
C 11.5238 13.9540 9.8376
C 11.3146 12.9811 10.9142
C 12.4579 12.5844 11.6064
C 12.3294 11.7367 12.7147
C 11.0819 11.3692 13.1627
C 9.9655 11.8407 12.4470
N 10.1421 12.6455 11.3292
N 8.6466 11.6450 12.7250
Si 7.9865 10.9798 14.2197
C 6.1345 11.0736 14.3662
C 8.5903 9.2514 14.4298
C 8.6873 11.9395 15.7003
H 11.1514 14.9159 10.1774
H 11.0722 13.5715 8.9263
H 12.5978 14.0212 9.6414
H 13.4404 12.7815 11.2053
H 13.2689 11.3069 13.1613
H 10.9096 10.7857 14.0343
H 5.8390 10.7944 15.4072
H 5.6694 10.3666 13.6866
H 5.7892 12.1202 14.1789
H 8.5698 8.9927 15.5310
H 9.5994 9.0796 14.0354
H 7.8062 8.6131 14.0472
H 8.3332 12.9458 15.7136
H 9.7759 11.8754 15.8241
H 8.2227 11.5018 16.6038
Cl 11.1002 10.8762 8.6291
C 10.0150 9.7182 9.4536
C 8.7684 10.1199 9.8374
C 7.9849 9.0142 10.3500
Cl 6.4545 9.3741 11.0240
C 8.3807 7.7111 10.4175
Cl 7.3580 6.5032 10.9609
C 9.6716 7.4132 9.9080
Cl 10.2488 5.7834 9.8964
C 10.4698 8.4050 9.4660
Cl 12.1469 8.0763 8.9780
S 4.5270 15.2970 8.3610
Sb 5.5232 15.2355 10.3621
S 5.0929 13.0049 11.2866
S 7.9816 14.9749 10.3219
S 5.4960 17.1828 11.6463
*
```

Calculated values
E_HOMO (spin up / spin down) = -2.0 / -2.0 eV
ΔE to the lowest compared entry with this formula, charge and spin = 29.0 kcal/mol
DFT total energy = -298239.45974 eV

(3)
ORCA calculation (ωB97M-V/def2-TZVPD) on C19H25ClN2O3 in the gas phase.

ORCA input file:
```
! wB97M-V def2-TZVPD RIJCOSX def2/J DEFGRID3
* xyz 0 1
O -1.1802 -1.0402 1.1367
C -1.2472 0.0994 0.7310
N -2.3628 0.6197 0.1770
H -2.3731 1.5773 -0.1342
C -3.5934 -0.1288 0.0321
C -4.7422 0.5397 0.7913
H -4.5223 0.5789 1.8583
C -6.0300 -0.2532 0.5541
O -6.3376 -0.3517 -0.8160
C -5.3227 -1.0110 -1.5347
H -5.6708 -1.0561 -2.5685
C -3.9870 -0.2690 -1.4410
H -3.2198 -0.8158 -1.9895
H -4.0987 0.7235 -1.8839
H -5.1977 -2.0365 -1.1538
H -6.8842 0.2454 1.0162
H -5.9242 -1.2593 0.9887
H -4.8780 1.5589 0.4215
H -3.3914 -1.1180 0.4574
C -0.0508 1.0463 0.7888
C 0.5450 1.2181 -0.6060
N 1.6775 2.1198 -0.5967
C 1.9263 3.0608 0.3430
O 2.8937 3.7958 0.2626
C 0.9815 3.1551 1.5298
C -0.3468 2.4349 1.3480
H -0.9744 3.0022 0.6563
H -0.8702 2.3665 2.3035
H 0.8341 4.2153 1.7433
H 1.5212 2.7328 2.3824
C 2.6235 1.9958 -1.6904
H 2.1131 1.5304 -2.5357
H 2.9504 3.0007 -1.9701
C 3.8585 1.1721 -1.2828
C 3.4533 -0.1768 -0.7660
C 3.1826 -1.2224 -1.6416
C 2.7352 -2.4446 -1.1745
C 2.5512 -2.6261 0.1873
C 2.8222 -1.6009 1.0787
C 3.2731 -0.3854 0.5963
H 3.4904 0.4163 1.2873
H 2.6784 -1.7557 2.1364
Cl 1.9866 -4.1470 0.7772
H 2.5284 -3.2525 -1.8587
H 3.3237 -1.0793 -2.7034
H 4.5068 1.0714 -2.1543
H 4.3918 1.7276 -0.5112
H 0.8759 0.2461 -0.9829
H -0.2213 1.6061 -1.2955
H 0.6923 0.5534 1.4235
*
```

Calculated values
E_HOMO = -8.9 eV
ΔE to the lowest compared entry with this formula, charge and spin = 3.2 kcal/mol
DFT total energy = -41755.49924 eV